Below is C11H13ClOTl as an isolated structure at a distorted geometry, with properties calculated with ωB97M-V with the def2-TZVPD basis set.

Calculated values
Net charge: -1
E_HOMO in Eh: -0.1130

Cartesian coordinates (Å):
C: 2.029 -1.045 1.142
C: 2.586 -0.450 -0.047
C: 2.072 -1.154 -1.154
H: 3.280 0.400 -0.080
C: 1.233 -2.217 -0.676
C: 1.199 -2.151 0.736
H: 0.600 -2.790 1.396
H: 2.331 -0.809 2.169
H: 2.266 -0.935 -2.204
H: 0.706 -2.944 -1.304
Tl: 0.132 0.477 1.673
Cl: 1.342 2.558 2.171
C: -1.651 1.670 -0.931
C: -1.792 0.587 -1.847
C: -0.634 0.578 -2.698
H: -2.591 -0.159 -1.835
C: 0.220 1.651 -2.269
C: -0.416 2.314 -1.181
H: 0.029 3.130 -0.601
H: -2.368 1.892 -0.137
H: -0.396 -0.177 -3.451
H: 1.219 1.875 -2.669
C: -2.316 -0.463 2.807
O: -1.722 -0.669 1.527
H: -3.140 -1.189 2.975
H: -2.670 0.583 2.890
H: -1.549 -0.562 3.600